Molecular formula: C26H60N10O20PSi
Method: DFT, the ωB97M-V functional and the def2-TZVPD basis

Element x y z (Å)
C 0.3361 5.9609 -1.9678
Si -0.5970 4.6262 -1.0375
C 0.6714 3.6144 -0.0737
C -1.5863 3.5630 -2.2388
C -1.6128 2.0662 -1.8536
C -0.4827 1.3230 -2.5590
C -0.1919 -0.0807 -2.0374
C -0.9078 -1.1695 -2.8320
C -0.3954 -2.6081 -2.6400
C 0.1220 -2.9707 -1.2628
C 0.8022 -4.3594 -1.3197
P 1.1162 -4.9460 0.3566
C -1.7499 5.3578 0.2750
C -1.1697 5.9088 1.4128
C -1.9653 6.4199 2.4177
C -3.3390 6.3912 2.2922
C -3.9196 5.8418 1.1671
C -3.1306 5.3294 0.1559
H 0.6148 6.7825 -1.3167
H 1.2562 5.5400 -2.3619
H -0.2325 6.3403 -2.8087
H 0.1299 3.0386 0.6713
H 1.2758 2.9723 -0.6985
H 1.2856 4.3071 0.4937
H -2.6099 3.9247 -2.2734
H -1.1819 3.6229 -3.2442
H -2.5512 1.6506 -2.2202
H -1.5990 1.9081 -0.7793
H 0.4087 1.9358 -2.4582
H -0.7044 1.3054 -3.6216
H -0.4754 -0.1577 -0.9904
H 0.8814 -0.2632 -2.0877
H -0.8619 -0.9232 -3.8869
H -1.9570 -1.1486 -2.5471
H 0.3298 -2.8537 -3.4105
H -1.2436 -3.2619 -2.8242
H -0.7292 -3.0339 -0.5825
H 0.8231 -2.2563 -0.8467
H 0.2200 -5.0875 -1.8638
H 1.7757 -4.2254 -1.7757
H 2.4316 -5.3425 0.5714
H 0.1892 -5.9263 0.6931
H 0.8910 -3.8923 1.2356
H -0.0999 5.9331 1.5172
H -1.5165 6.8300 3.3075
H -3.9486 6.7842 3.0889
H -4.9942 5.8030 1.0671
H -3.5470 4.8681 -0.7228
C -0.4120 -3.7005 4.3554
N 0.4892 -4.8469 4.0567
O 1.6740 -4.7034 4.2614
O -0.0235 -5.8593 3.6169
H 0.1902 -2.8862 4.7330
H -0.9152 -3.4252 3.4330
H -1.1300 -4.0355 5.0967
C 0.2683 5.1402 5.2262
N 1.1482 5.0331 4.0258
O 1.4141 6.0570 3.4138
O 1.5452 3.9298 3.7307
H 0.0044 6.1817 5.3643
H -0.6153 4.5309 5.0504
H 0.8326 4.7650 6.0741
C 3.5172 -8.2615 -1.3914
N 2.5395 -7.2544 -1.8852
O 1.4003 -7.2524 -1.4376
O 2.9298 -6.4714 -2.7216
H 3.0833 -8.9258 -0.6435
H 3.8351 -8.8353 -2.2596
H 4.3490 -7.6970 -0.9762
C 0.8032 8.4240 1.5083
N 1.5347 9.7200 1.4939
O 1.0991 10.6284 2.1661
O 2.5302 9.7759 0.8001
H -0.0552 8.5174 2.1602
H 0.4982 8.2157 0.4877
H 1.4891 7.6688 1.8703
C 0.3660 -10.8252 -2.3728
N 1.4047 -11.7889 -2.8165
O 2.5527 -11.3918 -2.7770
O 1.0439 -12.8837 -3.1872
H 0.8787 -9.9220 -2.0875
H -0.3029 -10.6505 -3.2107
H -0.1685 -11.2608 -1.5377
C 1.4217 -10.7688 2.2984
N 0.7805 -10.3885 1.0092
O -0.3769 -10.6891 0.8388
O 1.4720 -9.7892 0.2011
H 0.6877 -11.2873 2.9022
H 2.2655 -11.4103 2.0630
H 1.7538 -9.8535 2.7788
C 3.1770 -7.8846 -6.1282
N 3.1917 -8.7660 -4.9289
O 2.1342 -8.9879 -4.3693
O 4.2643 -9.2034 -4.5794
H 2.1559 -7.5741 -6.3108
H 3.8173 -7.0355 -5.9113
H 3.5700 -8.4619 -6.9592
C 3.6085 12.0452 -1.2981
N 4.5370 12.3072 -2.4330
O 5.6092 11.7407 -2.4303
O 4.1517 13.0746 -3.2898
H 4.0790 11.3479 -0.6180
H 3.4127 12.9957 -0.8121
H 2.6965 11.6298 -1.7140
C -5.8823 2.3149 0.4041
N -4.8639 1.2417 0.5871
O -3.7647 1.5683 0.9866
O -5.2020 0.1095 0.3205
H -5.4269 3.2591 0.6794
H -6.1773 2.3100 -0.6406
H -6.7290 2.0834 1.0428
C -4.1919 3.7749 4.9499
N -3.2399 2.6473 5.1019
O -2.1344 2.8849 5.5487
O -3.6356 1.5537 4.7689
H -3.7049 4.6808 5.2853
H -4.4518 3.8331 3.8990
H -5.0632 3.5456 5.5566

Cartesian forces, eV/Å:
C -0.2 -0.2 0.1
Si 0.4 -0.1 -0.1
C -0.8 0.5 0.1
C 0.1 -0.5 0.6
C -0.3 0.1 -0.7
C 0.1 0.3 0.6
C 0.2 -0.3 -0.4
C -0.1 -0.1 0.5
C -0.4 0.3 -0.2
C -0.3 -0.6 0.2
C 0.2 1.1 0.4
P -0.5 -0.1 -0.6
C 0.7 -0.3 -0.7
C -0.3 0.0 -0.1
C 0.2 0.0 0.2
C -0.2 0.0 0.2
C -0.5 -0.1 -0.2
C 0.4 -0.1 0.2
H 0.0 0.2 0.1
H 0.2 -0.1 -0.1
H -0.2 0.2 -0.1
H 0.0 -0.4 0.1
H 0.3 -0.1 0.0
H 0.4 0.0 0.0
H -0.1 0.2 -0.2
H 0.0 0.3 -0.2
H -0.2 -0.2 0.2
H 0.1 0.0 0.2
H 0.3 0.0 0.0
H 0.0 -0.1 -0.3
H 0.0 0.1 0.2
H 0.2 0.0 0.0
H 0.0 0.0 -0.2
H -0.2 0.1 -0.1
H 0.4 0.0 0.0
H -0.1 -0.3 -0.2
H -0.1 0.2 0.2
H 0.1 0.3 0.0
H 0.0 -0.3 -0.1
H 0.2 -0.3 -0.4
H -0.1 -0.3 0.1
H 0.2 -0.2 0.3
H 0.1 0.1 0.1
H 0.3 -0.1 0.1
H 0.1 0.2 0.2
H -0.2 0.1 0.1
H -0.2 0.1 0.1
H -0.4 0.0 -0.1
C 0.0 0.1 0.1
N 0.0 0.1 0.2
O 0.1 0.0 -0.1
O 0.0 0.0 -0.2
H 0.1 0.0 0.0
H -0.1 -0.1 0.0
H -0.1 0.0 -0.1
C 0.0 0.2 0.0
N 0.0 0.1 0.0
O -0.1 -0.3 0.2
O 0.0 0.0 0.0
H 0.1 0.0 0.0
H 0.1 -0.1 0.0
H 0.0 -0.1 0.0
C 0.2 -0.4 0.2
N 0.0 -0.3 0.0
O 0.1 0.1 0.3
O 0.0 0.1 0.0
H -0.1 0.4 -0.3
H 0.1 0.0 0.0
H 0.1 0.0 -0.2
C 0.0 0.1 0.0
N -0.1 0.0 0.0
O 0.0 0.0 0.0
O 0.0 0.0 -0.1
H 0.0 0.1 0.0
H 0.0 0.0 0.0
H 0.1 0.0 -0.1
C -0.1 0.1 -0.2
N 0.0 0.3 0.0
O 0.2 -0.4 0.1
O 0.1 0.0 0.0
H -0.1 0.1 0.0
H 0.0 -0.1 0.0
H -0.1 -0.1 0.0
C -0.1 -0.1 0.1
N 0.1 0.0 0.1
O -0.1 0.0 0.0
O -0.2 -0.1 0.4
H 0.0 0.0 0.0
H 0.0 0.1 0.0
H 0.1 0.0 0.0
C -0.1 0.0 -0.1
N -0.1 0.0 -0.1
O 0.0 0.2 0.0
O 0.1 0.1 0.1
H 0.0 0.0 0.0
H 0.1 0.0 0.0
H 0.1 0.0 0.0
C 0.1 -0.1 0.1
N 0.0 0.0 0.0
O 0.0 0.0 0.0
O 0.0 0.0 0.0
H 0.0 0.0 0.0
H -0.1 0.0 -0.1
H 0.0 0.1 0.0
C 0.1 0.2 0.0
N 0.0 0.1 0.0
O 0.0 0.0 0.0
O 0.0 -0.1 0.0
H 0.1 0.0 0.0
H -0.1 -0.1 0.0
H 0.0 -0.1 -0.1
C 0.0 0.2 0.1
N 0.0 -0.1 0.0
O 0.0 0.0 0.0
O 0.0 -0.1 0.0
H 0.0 0.0 0.0
H -0.1 0.0 -0.1
H 0.0 0.0 -0.1

The calculation puts the molecular weight at 891.88 g/mol. Its HOMO energy is -11.23 eV. The calculation puts the LUMO energy at -2.9113 eV. The calculation puts the total energy at -3708.69986 a.u. As for the charge: +1.

Molecular formula: C26H60N12O23S2Si2
Method: DFT, the ωB97M-V functional and the def2-TZVPD basis

Element x y z (Å)
C 0.3952 0.1009 0.3495
C 1.4537 -0.3815 -0.3398
C 2.0109 -1.8271 -0.2671
Si 3.5060 -2.0643 0.8704
C 3.8285 -3.9610 0.9356
C 5.2307 -4.3789 0.3350
C 6.3620 -4.5887 1.4077
O 5.8958 -5.1940 2.6160
C 6.3153 -4.4875 3.7815
O 4.9544 -1.3660 0.3417
C 4.7982 -0.3088 -0.6299
C 4.4301 1.0937 0.0128
O 3.0146 -1.6186 2.4467
Si 4.1779 -0.7640 3.3543
C 3.2239 0.0735 4.7968
C 2.0282 0.9734 4.2774
C 0.7371 0.1624 3.9073
S -0.5520 0.2323 5.2387
C -1.8486 -0.8382 4.6082
S -1.8130 -1.2823 3.0095
N -2.9175 -1.3584 5.4128
C -2.9304 -2.0393 6.6139
C -4.3379 -2.2830 6.7951
N -5.0507 -1.7570 5.7198
C -4.1915 -1.1783 4.8658
H 0.3802 1.1884 0.6068
H -0.4750 -0.5291 0.6180
H 1.9772 0.3268 -1.0279
H 1.1851 -2.4648 0.1655
H 2.1804 -2.2375 -1.3006
H 3.6439 -4.3598 1.9611
H 3.0586 -4.4530 0.2765
H 5.0827 -5.3841 -0.1493
H 5.6005 -3.7054 -0.4709
H 6.9756 -3.6621 1.5869
H 7.0862 -5.3249 0.9519
H 7.3217 -4.8623 4.1006
H 6.3820 -3.3871 3.6151
H 5.6018 -4.6520 4.6255
H 5.8177 -0.1491 -1.0750
H 4.1397 -0.5669 -1.4977
H 4.1024 1.7639 -0.8280
H 5.3588 1.5335 0.4307
H 3.6151 1.0255 0.7667
H 4.8918 0.2796 2.6182
H 5.1928 -1.6138 3.9946
H 2.8653 -0.7259 5.4926
H 3.9578 0.7680 5.2872
H 2.3922 1.4399 3.3182
H 1.8208 1.8467 4.9525
H 0.2677 0.6310 3.0089
H 0.9679 -0.9169 3.7522
H -2.0431 -2.3073 7.2056
H -4.7772 -2.8399 7.6369
H -4.4378 -0.6792 3.9207
C 5.0595 5.7095 0.9174
N 4.9085 4.2297 0.8875
O 3.7754 3.7885 0.8168
O 5.9333 3.5790 0.9373
H 4.0734 6.1614 0.8674
H 5.5574 5.9690 1.8487
H 5.6599 5.9951 0.0567
C -2.3412 2.6890 -2.4689
N -0.9497 2.7535 -1.9507
O -0.1448 1.9608 -2.4088
O -0.7160 3.5956 -1.1042
H -2.4029 1.9006 -3.2096
H -2.9955 2.4776 -1.6261
H -2.5716 3.6562 -2.9150
C -2.3395 -5.9915 6.5141
N -2.1475 -5.4993 7.9051
O -2.7555 -4.4969 8.2319
O -1.3957 -6.1356 8.6144
H -3.0318 -5.3285 6.0023
H -1.3669 -5.9858 6.0274
H -2.7431 -6.9994 6.5762
C -2.9801 0.0516 -6.7647
N -3.3964 0.5006 -5.4143
O -3.6312 -0.3578 -4.5805
O -3.4784 1.6989 -5.2300
H -2.9528 -1.0340 -6.7797
H -3.7220 0.4316 -7.4706
H -1.9925 0.4651 -6.9607
C -7.0037 -0.4238 3.0511
N -7.7518 0.1949 1.9229
O -8.9215 0.4636 2.1061
O -7.1314 0.3874 0.8930
H -7.6738 -0.5357 3.8976
H -6.6434 -1.3932 2.7141
H -6.1798 0.2401 3.2976
C -6.4263 -0.5540 -2.9006
N -7.7257 -0.6662 -3.6179
O -7.7353 -0.4021 -4.8084
O -8.6875 -1.0146 -2.9645
H -5.6645 -0.2368 -3.6066
H -6.5505 0.1818 -2.1086
H -6.1908 -1.5346 -2.4938
C -7.2870 0.3954 -8.7911
N -5.8674 0.4082 -8.3503
O -5.1165 -0.4032 -8.8574
O -5.5649 1.2372 -7.5083
H -7.4135 -0.3848 -9.5356
H -7.8998 0.1973 -7.9138
H -7.5071 1.3730 -9.2135
C -5.2104 6.4384 -2.3521
N -4.6704 5.1524 -2.8681
O -3.7442 5.2074 -3.6586
O -5.1935 4.1352 -2.4624
H -4.6505 7.2552 -2.7974
H -6.2595 6.4894 -2.6337
H -5.0924 6.4325 -1.2710
C 0.4828 4.0941 -4.5976
N 1.5861 4.4450 -5.5310
O 2.1093 5.5352 -5.3980
O 1.8862 3.6119 -6.3634
H 0.3251 4.9249 -3.9155
H -0.4077 3.9120 -5.1961
H 0.7827 3.2020 -4.0543
C 9.0430 -0.4577 -1.5646
N 8.3660 0.2305 -2.6971
O 7.1982 0.5382 -2.5473
O 9.0316 0.4351 -3.6913
H 8.3323 -0.5727 -0.7507
H 9.3789 -1.4273 -1.9245
H 9.8829 0.1621 -1.2598

Cartesian forces, eV/Å:
C 0.4 0.0 -0.4
C 0.1 0.0 -0.1
C -1.7 0.7 -0.9
Si -0.2 -1.6 0.3
C 0.1 0.3 -0.8
C -0.3 -1.2 0.7
C 0.8 -0.5 -1.1
O -0.1 1.2 0.0
C 0.4 0.0 0.5
O -1.9 0.0 0.1
C 1.3 1.7 -0.3
C 0.3 -0.9 -1.1
O 2.1 0.9 -0.9
Si -1.6 0.2 1.1
C -0.3 0.4 -0.4
C 0.4 -0.1 -0.3
C -0.1 0.4 -0.2
S -0.7 -0.9 0.3
C 1.3 -0.5 -1.2
S -0.2 0.2 1.0
N 1.3 1.9 -1.8
C -3.1 0.0 0.0
C 2.3 0.5 -1.0
N 0.6 0.5 -0.3
C -0.6 -2.1 3.3
H -0.6 -0.8 -0.9
H 1.1 0.3 0.7
H 0.1 -0.5 1.2
H 0.9 0.4 -0.2
H 0.2 0.3 0.9
H 0.4 0.2 -0.7
H 0.5 0.6 0.6
H 0.2 0.9 0.4
H -0.3 -0.3 0.7
H -0.9 -0.6 0.1
H -0.5 0.7 0.3
H -0.7 0.4 -0.1
H -0.1 -0.8 0.0
H 0.4 -0.1 -0.8
H -1.1 -0.4 0.4
H 0.2 -0.1 1.0
H 0.2 -0.6 0.8
H -0.9 -0.4 0.0
H 0.6 0.1 -0.5
H 0.0 0.1 -0.2
H 0.0 -0.3 -0.1
H 0.3 0.8 -0.2
H -0.5 -0.8 -0.1
H -0.5 -0.3 0.8
H 0.0 -0.9 -0.4
H 0.4 -0.8 0.7
H -0.2 0.9 -0.2
H -0.6 0.4 -0.6
H 0.1 0.5 -0.8
H 0.6 -0.4 0.8
C -0.1 0.3 0.0
N -0.3 0.2 0.0
O 0.5 0.1 0.2
O -0.1 0.2 0.1
H 0.0 -0.1 0.0
H 0.1 -0.1 -0.1
H 0.1 0.0 0.1
C 0.0 -0.2 -0.1
N -0.3 -0.2 0.0
O 0.0 0.3 0.3
O 0.2 -0.2 -0.2
H 0.1 0.1 0.1
H 0.0 0.1 0.0
H 0.1 -0.2 0.1
C -0.2 0.1 -0.3
N 0.0 0.0 0.0
O 0.2 -0.3 0.2
O -0.1 0.2 -0.1
H 0.1 0.0 0.1
H 0.0 -0.1 0.1
H 0.2 0.0 0.0
C 0.2 -0.1 -0.3
N 0.1 -0.1 -0.2
O 0.0 0.3 0.0
O 0.0 -0.3 0.1
H 0.0 0.1 0.1
H 0.7 -0.1 0.4
H -0.1 0.1 0.0
C -0.1 -0.1 0.2
N -0.1 0.0 0.0
O 0.2 0.0 -0.2
O -0.1 0.0 0.1
H 0.0 0.0 -0.1
H 0.1 0.1 0.0
H -0.1 0.0 -0.1
C 0.3 0.2 -0.1
N 0.0 0.0 0.0
O -0.1 -0.1 0.2
O 0.1 0.1 -0.3
H -0.1 -0.1 0.0
H -0.1 -0.2 0.1
H -0.1 0.1 0.1
C -0.2 -0.2 -0.1
N -0.5 0.1 0.0
O -0.1 0.2 0.1
O -0.2 -0.3 -0.4
H 0.1 0.0 0.1
H 0.1 0.1 0.0
H 0.0 0.0 0.2
C 0.0 0.3 0.0
N 0.0 0.1 -0.1
O -0.2 0.0 0.1
O 0.2 0.1 -0.1
H 0.0 -0.1 0.0
H 0.0 -0.1 0.1
H -0.1 -0.1 -0.1
C -0.1 0.1 0.2
N 0.0 0.1 0.0
O 0.0 -0.2 -0.1
O 0.0 0.2 0.1
H 0.1 0.0 -0.1
H 0.1 -0.1 0.0
H 0.0 0.0 -0.2
C -0.1 -0.1 0.3
N -0.1 0.0 0.0
O 0.4 0.1 -0.3
O -0.2 0.0 0.2
H 0.0 0.0 -0.1
H 0.1 0.1 0.0
H 0.0 -0.1 -0.1

The calculation puts the molecular weight at 1029.13 g/mol. Its HOMO energy is -8.55 eV. The calculation puts the LUMO energy at -0.5959 eV. The calculation puts the total energy at -4788.66556 a.u.

- What is the formula in the second record?
  C26H60N12O23S2Si2

- What is the molecular weight in the first record?
  891.88 g/mol

- Which of these has the highest molecular weight?
  C26H60N12O23S2Si2

- Look up the molecular weight of the first one.
  891.88 g/mol